No. 1
{
  "formula": "C3H9NO3",
  "method": "the ωB97M-V functional and the def2-TZVPD basis",
  "homo_ev": -9.1,
  "max_force_ev_per_a": 8.21,
  "de_lowest_kj_mol": 604.0,
  "homo_lumo_gap_ev": 9.41,
  "symbols": ["O", "C", "C", "N", "C", "O", "H", "H", "H", "H", "H", "H", "H", "H", "H", "O"],
  "positions_angstrom": [[-1.702, -0.685, -0.267], [-0.689, 0.001, -0.493], [0.459, -0.169, 0.588], [0.481, 1.283, 0.228], [1.035, 1.842, -1.059], [1.944, 0.931, -1.509], [-0.041, -0.059, -1.442], [1.429, -0.564, 0.691], [-0.014, -0.418, 1.506], [0.615, 1.842, 1.013], [0.137, 2.163, -1.722], [1.623, 2.733, -0.814], [2.077, 0.586, -0.497], [-1.212, -2.250, 1.312], [-2.155, -2.281, 2.587], [-1.573, -2.843, 1.970]],
  "atomic_forces_ev_per_a": [[-0.010, 2.933, -0.749], [2.619, -7.781, 0.235], [-1.357, 2.283, -1.589], [-0.816, 1.094, 0.239], [-1.758, 1.863, 0.934], [0.786, -2.378, 2.742], [-2.153, 1.317, 0.221], [1.269, -1.332, -0.910], [-0.616, 0.720, 0.995], [0.049, 1.618, 1.248], [1.813, -0.996, 0.541], [-0.639, 0.428, 0.288], [0.968, 0.248, -4.117], [-0.332, 0.463, -0.347], [1.430, -1.181, -1.717], [-1.251, 0.700, 1.986]]
}

---

No. 2
{
  "formula": "C3H9NO3",
  "method": "the ωB97M-V functional and the def2-TZVPD basis",
  "spin_multiplicity": 2,
  "homo_ev": [-13.8, -13.8],
  "total_charge": 1,
  "max_force_ev_per_a": 2.39,
  "de_lowest_kj_mol": 41.3,
  "s2": 0.754,
  "homo_lumo_gap_ev": [10.50, 5.20],
  "symbols": ["C", "N", "C", "C", "O", "O", "H", "H", "H", "H", "H", "H", "H", "H", "H", "O"],
  "positions_angstrom": [[-1.743, -1.723, 0.436], [-0.927, -0.510, 0.261], [-0.963, 0.208, -0.966], [0.318, -0.106, -1.785], [0.328, 0.413, -2.988], [1.209, -0.743, -1.321], [-2.066, -2.039, -0.553], [-1.029, -2.483, 0.754], [-2.543, -1.578, 1.151], [0.044, -0.781, 0.488], [-1.845, -0.053, -1.541], [-1.058, 1.299, -0.796], [-0.424, 1.006, -3.131], [3.798, 1.623, 3.485], [3.437, 3.112, 3.546], [3.464, 2.353, 2.958]],
  "atomic_forces_ev_per_a": [[0.963, 0.116, -0.204], [0.583, -2.036, -1.107], [-0.654, 0.948, -0.115], [0.218, 0.328, 0.568], [-0.162, 0.223, -0.341], [-0.067, -0.312, 0.251], [-0.621, 0.242, 0.003], [-0.326, -0.042, 0.519], [-0.286, -0.020, 0.066], [0.168, 1.039, 0.470], [-0.262, -0.193, 0.032], [0.400, -0.253, 0.141], [0.077, -0.019, -0.274], [0.092, 0.036, 0.112], [0.065, 0.000, 0.080], [-0.188, -0.057, -0.202]]
}

---

No. 3
{
  "formula": "C3H9NO3P",
  "method": "the ωB97M-V functional and the def2-TZVPD basis",
  "homo_ev": -4.0,
  "total_charge": -1,
  "max_force_ev_per_a": 3.45,
  "de_lowest_kj_mol": 195.2,
  "homo_lumo_gap_ev": 7.72,
  "symbols": ["C", "C", "C", "N", "O", "O", "O", "P", "H", "H", "H", "H", "H", "H", "H", "H", "H"],
  "positions_angstrom": [[1.233, 1.434, -0.082], [-0.336, -1.441, 2.703], [0.931, 0.274, -0.953], [-1.743, -0.117, -1.123], [-0.428, -0.424, -3.225], [-0.754, 1.929, -2.583], [1.660, -0.701, -0.738], [-0.569, 0.569, -2.015], [1.096, 1.328, 1.045], [0.661, 2.308, -0.297], [2.306, 1.530, -0.119], [-0.307, -0.879, 3.637], [-1.025, -0.926, 2.054], [-0.830, -2.441, 2.889], [-2.251, 0.539, -0.631], [0.708, -1.717, 2.216], [-0.353, -1.264, -2.778]],
  "atomic_forces_ev_per_a": [[-0.054, 0.628, 2.549], [0.964, -2.196, -0.450], [0.932, -0.658, 1.136], [2.800, -1.023, -1.523], [1.046, -0.907, -1.241], [0.950, 0.425, 0.484], [-1.206, 0.055, -1.333], [-3.266, -0.064, 1.116], [-0.249, -0.732, -1.310], [-0.008, 0.883, -0.618], [0.466, 0.667, -0.421], [0.503, -0.172, 0.020], [0.253, 0.260, -0.720], [0.519, 0.990, 0.071], [-1.366, 1.742, 1.381], [-2.225, 1.143, 1.010], [-0.059, -1.041, -0.152]]
}

---

No. 4
{
  "formula": "C3H9NO3P",
  "method": "the ωB97M-V functional and the def2-TZVPD basis",
  "spin_multiplicity": 3,
  "homo_ev": [-9.0, -15.0],
  "total_charge": 1,
  "max_force_ev_per_a": 3.51,
  "de_lowest_kj_mol": 87.9,
  "s2": 2.010,
  "homo_lumo_gap_ev": [6.06, 7.76],
  "symbols": ["C", "C", "C", "N", "O", "O", "O", "P", "H", "H", "H", "H", "H", "H", "H", "H", "H"],
  "positions_angstrom": [[-0.039, 1.524, 0.204], [-0.627, -1.042, 0.455], [1.696, -0.413, 0.138], [0.307, 0.080, -0.120], [-1.761, 1.291, 0.464], [0.163, 2.194, -0.929], [-0.350, -2.206, -0.358], [-2.328, -0.151, 0.185], [0.266, 1.779, 1.238], [-0.437, -1.298, 1.495], [2.353, 0.221, -0.337], [1.838, -0.441, 1.215], [1.686, -1.373, -0.248], [0.066, 0.076, -1.098], [-0.026, 3.153, -1.107], [-0.405, -3.021, 0.123], [-2.402, -0.373, -1.320]],
  "atomic_forces_ev_per_a": [[2.172, -0.528, 1.860], [0.057, -0.400, -1.129], [-1.475, 0.901, 1.267], [-0.570, -1.107, 1.464], [-3.167, -1.464, -0.419], [0.378, 0.743, -1.070], [-0.753, 2.869, -0.131], [0.923, 0.318, -1.641], [0.228, 0.412, -1.135], [0.287, 0.676, 0.114], [1.696, 1.309, -0.968], [0.079, 0.174, -0.019], [0.523, -1.814, -0.771], [0.426, -0.399, -1.016], [-0.074, -1.305, 1.223], [-0.158, -0.641, 0.756], [-0.573, 0.256, 1.613]]
}

---

No. 5
{
  "formula": "C3H9NO3S2",
  "method": "the ωB97M-V functional and the def2-TZVPD basis",
  "homo_ev": [-8.8, -8.8],
  "max_force_ev_per_a": 5.10,
  "de_lowest_kj_mol": 211.1,
  "homo_lumo_gap_ev": [8.05, 8.05],
  "symbols": ["C", "C", "C", "N", "O", "O", "O", "S", "S", "H", "H", "H", "H", "H", "H", "H", "H", "H"],
  "positions_angstrom": [[1.785, -0.802, 0.931], [1.680, -0.480, -1.420], [-3.025, 0.662, 0.365], [1.576, 0.120, -0.118], [-1.681, -1.578, 0.159], [0.120, 1.449, 1.437], [0.254, 2.038, -1.069], [-1.820, -0.333, -0.567], [0.230, 1.103, 0.034], [1.147, -0.349, 1.856], [1.227, -1.693, 0.787], [2.878, -0.984, 1.307], [1.822, 0.136, -2.301], [2.601, -1.112, -1.243], [0.877, -1.022, -1.771], [-3.997, 0.497, 0.055], [-2.772, 1.825, 0.129], [-2.903, 0.524, 1.430]],
  "atomic_forces_ev_per_a": [[-0.500, 0.802, 5.013], [3.510, -0.207, -0.332], [3.116, 3.664, -0.217], [-1.127, 1.740, -0.928], [0.209, -1.477, 0.687], [-0.042, 0.460, -0.905], [0.134, -0.139, 0.784], [0.718, 2.164, -0.034], [-1.364, -0.876, -0.129], [2.097, -1.034, -1.780], [0.037, -1.366, -0.489], [-1.964, 0.520, -1.145], [0.650, 1.035, 0.501], [-1.102, 0.281, -1.056], [-2.073, -1.967, 0.139], [-1.899, -0.682, -0.791], [-0.556, -2.694, 0.485], [0.157, -0.225, 0.198]]
}

---

No. 6
{
  "formula": "C3H9NO4P",
  "method": "the ωB97M-V functional and the def2-TZVPD basis",
  "homo_ev": -2.8,
  "total_charge": -1,
  "max_force_ev_per_a": 0.55,
  "de_lowest_kj_mol": 871.4,
  "homo_lumo_gap_ev": 5.77,
  "symbols": ["O", "N", "O", "P", "C", "C", "C", "O", "H", "H", "H", "H", "H", "H", "H", "H", "O", "H"],
  "positions_angstrom": [[-1.136, 2.395, -2.150], [-0.677, 1.540, -1.489], [-0.245, 2.025, -0.262], [-0.416, 1.014, 1.140], [-0.426, -0.701, 0.419], [0.972, -1.310, 0.291], [1.693, -0.961, -1.000], [0.966, -1.346, -2.165], [-1.784, 1.214, 1.437], [-1.001, -1.255, 1.169], [-0.970, -0.787, -0.521], [0.903, -2.407, 0.330], [1.584, -1.013, 1.147], [2.667, -1.467, -1.005], [1.877, 0.110, -1.083], [0.956, -2.309, -2.190], [-2.158, 2.287, 3.068], [-2.806, 2.972, 2.864]],
  "atomic_forces_ev_per_a": [[0.237, 0.130, -0.186], [-0.295, 0.013, 0.465], [-0.170, -0.108, -0.302], [0.463, 0.008, 0.161], [0.008, 0.095, 0.062], [-0.240, -0.277, -0.105], [0.200, -0.103, 0.090], [0.053, -0.037, -0.028], [-0.060, 0.025, -0.087], [0.037, 0.004, 0.015], [-0.012, -0.008, 0.012], [-0.013, 0.021, 0.021], [0.060, 0.045, -0.057], [0.062, 0.141, 0.025], [-0.141, 0.021, -0.032], [-0.078, 0.065, 0.016], [-0.105, -0.022, -0.181], [-0.007, -0.014, 0.108]]
}